1.
# C17H36B3FIKMgN4NaO13P2

C17H36B3FIKMgN4NaO13P2 as an isolated structure (wB97M-V/def2-TZVPD, the OMol25 dataset).

Last column: Löwdin charge in e.
CARTESIAN COORDINATES (ANGSTROEM)
1 I -4.056 -0.257 2.320  0.883
2 K 3.773 -7.088 1.879  0.957
3 P -6.775 -1.150 -0.588  -0.106
4 P 5.644 -6.218 -5.279  -0.112
5 Mg -2.575 3.266 -4.468  0.522
6 Na -0.056 1.482 -3.772  -0.279
7 F -5.422 3.976 3.243  0.056
8 O 6.334 -4.859 -5.081  -0.246
9 O 5.852 -7.367 1.763  -0.385
10 O 6.144 -6.863 -6.582  -0.215
11 O -2.749 -1.332 -0.359  0.074
12 O 5.974 -7.138 -4.092  -0.274
13 O -1.476 0.722 0.704  0.073
14 O -6.085 0.209 -0.390  -0.280
15 O -3.502 4.337 -1.878  -0.128
16 O -8.297 -0.945 -0.669  -0.207
17 O -6.444 -2.070 0.599  -0.237
18 O 4.122 -6.013 -5.361  -0.215
19 O -2.303 0.771 -1.683  0.050
20 O -6.274 -1.795 -1.890  -0.201
21 N 3.159 -3.761 -0.049  0.126
22 N -5.460 4.170 -0.796  0.022
23 N 3.544 2.417 -2.733  0.186
24 N 3.610 -0.331 -0.417  -0.059
25 C -6.355 3.801 0.275  -0.069
26 C -4.117 3.953 -0.886  -0.519
27 C 0.242 1.784 -1.199  -0.099
28 C 1.338 0.521 -1.212  -0.212
29 C 2.576 0.778 -0.147  -0.277
30 C -6.886 5.401 4.421  -0.014
31 C 6.289 -5.100 -1.783  -0.113
32 C 6.682 -4.106 -0.695  -0.257
33 C 4.369 -3.977 0.231  -0.167
34 C -3.436 3.243 0.251  0.016
35 C 6.828 -7.589 2.764  -0.106
36 C -7.094 6.590 5.121  -0.085
37 C -5.623 5.119 3.910  -0.283
38 C -6.039 7.489 5.293  -0.104
39 C 5.828 -4.237 0.568  -0.195
40 C -4.777 7.200 4.772  -0.087
41 C -4.566 6.006 4.082  -0.016
42 B -2.560 -0.280 0.661  -0.864
43 B -1.194 1.102 -0.720  -0.468
44 B -2.293 -0.735 -1.664  -0.166
45 H 7.487 -8.405 2.457  0.099
46 H 3.654 3.266 -2.166  0.078
47 H 3.006 1.859 -0.352  0.075
48 H 4.225 2.427 -3.501  0.096
49 H 0.605 2.651 -0.493  0.131
50 H 0.117 2.125 -2.331  -0.012
51 H 5.926 -5.241 0.996  0.068
52 H 3.171 -0.945 -1.160  0.056
53 H 5.262 -4.939 -2.126  0.080
54 H -2.368 3.145 0.033  0.075
55 H 6.374 -6.131 -1.421  0.073
56 H 3.703 1.590 -2.145  0.060
57 H -5.842 3.287 1.089  0.065
58 H -3.958 7.903 4.903  0.103
59 H 5.346 -8.192 1.668  0.019
60 H -7.127 3.149 -0.139  0.090
61 H -3.857 2.241 0.372  0.057
62 H -1.913 -1.383 -2.572  0.110
63 H 6.598 -3.089 -1.097  0.118
64 H -6.203 8.418 5.834  0.098
65 H 1.697 0.327 -2.318  0.063
66 H 2.593 2.384 -3.119  0.018
67 H -8.075 6.816 5.530  0.103
68 H -3.589 5.761 3.679  0.115
69 H 3.617 -0.958 0.439  0.054
70 H 6.333 -7.841 3.706  0.087
71 H 6.943 -4.989 -2.653  0.065
72 H -6.821 4.713 0.655  0.080
73 H -7.695 4.694 4.270  0.119
74 H 0.789 -0.464 -0.833  0.136
75 H 7.734 -4.262 -0.434  0.110
76 H -5.844 4.653 -1.599  0.143
77 H 6.158 -3.514 1.321  0.115
78 H 7.416 -6.678 2.896  0.100
79 H -3.548 3.818 1.173  0.090
80 H 2.196 0.681 0.977  0.141

As for the total charge: -1. The calculation puts the HOMO energy at -2.1 eV. The calculation puts the largest force on an atom at 9.848 eV Å⁻¹. The calculated total energy comes out at -108395.8336 eV.



2.
# C22H68N8O12

A 12-piece molecular cluster, C22H68N8O12 overall (wB97M-V/def2-TZVPD, the OMol25 dataset).

Last column: Löwdin charge in e.
CARTESIAN COORDINATES (ANGSTROEM)
1 O 6.285 2.367 -0.426  0.035
2 O -1.424 -0.081 -3.698  -0.121
3 O -0.128 2.033 0.372  -0.170
4 O 0.654 -1.800 -1.011  0.014
5 O -2.304 3.469 -1.307  -0.126
6 O 3.180 3.111 3.876  0.007
7 O -6.028 0.621 0.232  -0.142
8 O -3.780 -0.254 2.781  -0.003
9 O -0.771 1.865 3.124  -0.087
10 O 0.625 -1.833 -3.729  -0.005
11 O 3.063 -1.279 -2.567  -0.136
12 O -2.194 -4.438 -0.536  -0.069
13 N -1.520 3.878 2.207  0.186
14 N -4.424 2.440 -0.969  0.215
15 N -5.790 -1.708 -0.274  0.180
16 N -2.389 -2.384 -1.631  0.170
17 N -4.019 -3.733 -1.728  0.156
18 N -4.039 -0.550 -0.065  0.133
19 N -2.845 1.621 0.109  0.097
20 N -3.017 2.378 2.709  0.138
21 C -1.771 2.769 2.763  -0.619
22 C 0.849 -1.150 0.037  -0.580
23 C -2.180 -1.158 4.055  -0.028
24 C -2.864 -3.548 -1.302  -0.701
25 C -3.424 -1.395 3.228  -0.593
26 C 0.880 -1.675 -4.943  -0.616
27 C 3.158 0.989 4.883  -0.028
28 C -5.307 -0.572 0.049  -0.626
29 C 5.825 1.406 1.649  -0.025
30 C -3.280 -2.541 2.275  -0.024
31 C 1.346 -0.308 -5.378  -0.033
32 C 4.630 0.831 -0.432  -0.043
33 C 0.853 2.654 -0.483  -0.121
34 C 2.044 -1.786 0.770  -0.019
35 C -0.312 -0.996 1.036  -0.024
36 C 1.891 -2.788 -5.411  0.005
37 C 4.379 -1.684 -2.849  -0.135
38 C 2.516 2.082 3.921  -0.630
39 C 5.905 1.302 0.143  -0.656
40 C -0.945 0.779 -2.659  -0.108
41 C 2.411 1.443 2.516  -0.041
42 C -3.162 2.546 -0.711  -0.608
43 H 4.291 -0.052 0.025  0.054
44 H 4.917 -0.940 -3.366  0.068
45 H -0.578 4.205 2.464  0.159
46 H 2.258 -2.629 -6.399  0.071
47 H -1.245 0.342 -1.683  0.074
48 H 1.552 1.909 -1.050  0.100
49 H 1.964 -2.829 1.060  0.089
50 H 2.680 -2.965 -4.688  0.053
51 H -1.478 -2.107 -1.190  0.118
52 H -4.950 3.032 -1.569  0.120
53 H -2.369 -0.049 -3.653  0.076
54 H -3.816 3.044 2.702  0.164
55 H 2.946 -1.879 0.100  0.076
56 H 2.602 0.076 4.836  0.060
57 H 3.233 1.262 5.931  0.058
58 H 3.121 0.675 2.257  0.044
59 H 1.362 -3.728 -5.313  0.077
60 H -0.066 -1.797 -5.472  0.139
61 H 4.232 0.793 4.625  0.086
62 H 1.569 3.191 0.141  0.062
63 H 4.869 -1.860 -1.900  0.079
64 H 0.568 0.389 -5.068  0.067
65 H -4.971 1.741 -0.505  0.030
66 H 3.823 1.516 -0.249  0.068
67 H 4.833 0.676 -1.495  0.087
68 H -4.159 -1.778 3.917  0.134
69 H 1.468 -1.821 -1.460  0.053
70 H -3.231 -3.460 2.799  0.092
71 H -6.789 -1.714 -0.427  0.130
72 H 0.445 3.359 -1.214  0.075
73 H 2.302 -0.002 -4.964  0.082
74 H -0.147 -1.338 -3.484  0.053
75 H -4.196 -2.600 1.738  0.060
76 H -2.356 -0.342 4.771  0.084
77 H 6.690 0.573 -0.149  0.157
78 H 2.549 2.190 1.737  0.059
79 H -1.783 1.605 0.152  0.108
80 H 6.682 1.884 2.027  0.067
81 H 2.439 -1.163 1.539  0.044
82 H -0.436 -1.909 1.529  0.062
83 H -4.407 -4.656 -1.581  0.146
84 H -3.469 -1.377 -0.285  0.077
85 H -0.216 -0.259 1.871  0.068
86 H -3.143 1.891 1.106  0.113
87 H -5.244 -2.536 -0.539  0.088
88 H 0.193 0.668 -2.663  0.103
89 H -4.568 -3.035 -2.242  0.137
90 H 1.476 2.370 4.240  0.131
91 H 4.885 1.917 1.898  0.066
92 H -2.542 -2.467 1.525  0.040
93 H -1.459 -0.708 3.378  0.045
94 H -1.805 -1.977 4.697  0.097
95 H 3.144 3.509 4.797  0.160
96 H 5.804 0.389 2.046  0.091
97 H 5.614 3.024 -0.273  0.111
98 H -3.455 0.376 0.042  0.029
99 H 1.328 -0.147 -6.439  0.079
100 H 4.315 -2.651 -3.343  0.077
101 H -1.226 -0.687 0.568  0.044
102 H -2.214 4.539 1.840  0.156
103 H -3.181 1.380 3.012  0.115
104 H -1.139 1.845 -2.731  0.076
105 H 1.132 -0.107 -0.274  0.128
106 H -0.403 2.688 1.019  0.025
107 H -4.003 -0.378 1.867  0.053
108 H -2.758 -1.776 -2.332  0.100
109 H 2.539 -1.282 -3.370  0.025
110 H 1.396 1.025 2.492  0.058

Its SMILES is NC(N)=O.NC(N)=O.NC(N)=O.NC(N)=O.CC(C)O.CC(C)O.CC(C)O.CC(C)O.CC(C)O.CO.CO.CO. As for the total charge: 0. The value obtained for the energy above the lowest of the compared OMol25 structures with the same formula, charge and spin is 142.0 kcal/mol. The calculation puts the HOMO energy at -9.2 eV. The calculation puts the largest force on an atom at 11.998 eV Å⁻¹. The calculated total energy comes out at -60400.2207 eV.